No. 1
{"formula": "C4H8O2", "method": "wB97M-V/def2-TZVPD", "elements": ["O", "C", "C", "C", "C", "O", "H", "H", "H", "H", "H", "H", "H", "H"], "coordinates": [[1.915080, 1.014306, 0.337758], [1.693861, -0.298136, -0.125032], [0.285442, -0.793840, 0.201873], [-0.757059, -0.007054, -0.552416], [-2.022102, 0.402772, 0.054275], [-0.963663, 1.338950, -0.112139], [1.119084, 1.532193, 0.151712], [1.865076, -0.376043, -1.213730], [2.440241, -0.933558, 0.364052], [0.185290, -1.855975, -0.057269], [0.112322, -0.691270, 1.280252], [-0.715643, -0.095002, -1.640943], [-2.233754, 0.115048, 1.084193], [-2.894042, 0.577484, -0.574783]], "forces_ev_per_angstrom": [[-0.1, 0.2, 0.0], [0.0, -0.4, -0.1], [0.0, 0.0, 0.0], [0.1, -0.2, -0.1], [-0.2, -0.1, 0.0], [0.0, 0.2, 0.0], [0.2, 0.0, 0.1], [0.0, 0.1, 0.2], [-0.1, 0.1, -0.1], [0.1, 0.1, 0.0], [0.0, 0.0, -0.1], [0.0, 0.0, 0.2], [0.1, 0.1, -0.2], [0.1, 0.0, 0.1]], "homo_lumo_gap_ha": 0.4129, "lumo_energy_ha": 0.0395, "e_tot_ev": -8371.2500, "de_lowest_kj_mol": 196.0}

---

No. 2
{"formula": "C4H8O2", "method": "wB97M-V/def2-TZVPD", "elements": ["C", "O", "C", "C", "C", "O", "H", "H", "H", "H", "H", "H", "H", "H"], "coordinates": [[1.087766, 1.827538, -0.248734], [0.734906, -0.810812, -0.356358], [-0.020052, -1.697849, 0.475896], [-1.249952, -0.800490, 0.406899], [-0.402518, 0.052842, -0.498931], [-0.218335, 1.290704, 0.027182], [1.056935, 2.106680, -1.300357], [1.987375, 1.221588, -0.051444], [1.036834, 2.707418, 0.376453], [0.429189, -1.801934, 1.463950], [-0.125279, -2.679437, 0.005026], [-1.518071, -0.266356, 1.317473], [-2.121349, -1.242486, -0.059289], [-0.677455, 0.092600, -1.557771]], "forces_ev_per_angstrom": [[-0.9, 0.8, -0.3], [0.1, 0.1, -0.1], [0.1, -0.5, 0.4], [-0.5, -0.3, 0.0], [0.0, -0.6, -0.7], [1.2, 0.2, 0.7], [0.5, 0.2, -0.2], [-0.8, -0.1, 0.2], [0.7, 0.4, -0.1], [0.0, -0.1, 0.0], [0.0, 0.1, 0.1], [0.0, -0.2, -0.1], [-0.2, -0.1, 0.0], [-0.1, 0.2, -0.2]], "homo_lumo_gap_ha": 0.4021, "lumo_energy_ha": 0.0416, "e_tot_ev": -8370.9500, "de_lowest_kj_mol": 225.0}

---

No. 3
{"formula": "C4H8O2", "method": "wB97M-V/def2-TZVPD", "elements": ["C", "C", "O", "C", "C", "O", "H", "H", "H", "H", "H", "H", "H", "H"], "coordinates": [[0.493856, 1.302044, 0.310368], [0.806139, 0.047540, 1.180576], [0.413301, -1.218658, 0.623288], [-0.725480, -1.209090, -0.210390], [-0.585655, -0.153352, -1.293320], [-0.501666, 1.130995, -0.714172], [0.077041, 2.096675, 0.941577], [1.413557, 1.693368, -0.151892], [1.891332, -0.052475, 1.310063], [0.363808, 0.147955, 2.184563], [-1.655284, -1.024967, 0.356838], [-0.793009, -2.190384, -0.697429], [-1.489432, -0.185610, -1.916143], [0.291492, -0.384041, -1.923927]], "forces_ev_per_angstrom": [[-0.2, -0.1, -0.3], [-0.2, -0.3, -0.2], [0.3, 0.3, 0.0], [-0.1, 0.3, -0.4], [0.0, -0.4, 0.2], [0.1, 0.1, 0.4], [0.3, -0.2, 0.0], [-0.1, -0.2, 0.0], [-0.3, 0.2, 0.0], [-0.1, 0.0, -0.3], [0.2, 0.0, 0.0], [0.1, 0.1, 0.3], [0.3, 0.3, 0.1], [-0.1, 0.1, 0.2]], "homo_lumo_gap_ha": 0.3822, "lumo_energy_ha": 0.0382, "e_tot_ev": -8371.3954, "de_lowest_kj_mol": 182.0}

---

No. 4
{"formula": "C4H8O2", "method": "wB97M-V/def2-TZVPD", "elements": ["O", "C", "C", "C", "C", "O", "H", "H", "H", "H", "H", "H", "H", "H"], "coordinates": [[2.238110, 1.249373, 0.071129], [2.461592, 0.598859, 1.178564], [0.030960, -1.339230, -0.449247], [-0.884905, -0.187110, -0.764590], [-1.597126, 0.542850, 0.286460], [-0.454545, 1.114695, -0.349767], [1.280918, 1.401440, -0.113372], [0.939467, -1.292576, -1.058682], [1.436145, 0.412079, 1.628043], [-0.473109, -2.287956, -0.660297], [0.322793, -1.332270, 0.606001], [-1.317680, -0.179450, -1.765414], [-1.447088, 0.250536, 1.325298], [-2.535534, 1.048758, 0.065877]], "forces_ev_per_angstrom": [[0.1, -0.1, 0.2], [-0.4, 0.2, -0.2], [0.0, 0.0, 0.0], [-0.1, -0.3, -0.1], [-0.2, 0.0, 0.1], [0.2, 0.2, 0.0], [0.1, -0.1, 0.1], [-0.1, 0.0, 0.1], [0.3, 0.0, 0.0], [0.0, 0.1, 0.0], [0.0, 0.0, -0.2], [0.0, 0.0, 0.2], [0.0, 0.0, -0.2], [0.2, -0.1, 0.0]], "homo_lumo_gap_ha": 0.3377, "lumo_energy_ha": 0.0316, "e_tot_ev": -8368.4095, "de_lowest_kj_mol": 470.1}

---

No. 5
{"formula": "C4H8O2", "method": "wB97M-V/def2-TZVPD", "elements": ["C", "C", "C", "C", "H", "H", "H", "H", "H", "H", "H", "H", "O", "O"], "coordinates": [[-1.738347, 0.957114, -0.464188], [-0.275311, 0.676549, -0.312467], [0.201476, -0.217634, 0.539918], [1.652825, -0.550608, 0.714079], [-1.982676, -0.134590, -2.052510], [-2.295668, 0.335836, 0.252656], [-1.984624, 2.001805, -0.224668], [0.369081, 1.216949, -1.008103], [-0.479924, -0.756237, 1.187900], [2.010391, -0.144195, 1.685840], [2.239173, -0.046982, -0.073814], [2.691789, -2.161905, 0.876065], [-2.188243, 0.776120, -1.790414], [1.780057, -1.952222, 0.669707]], "forces_ev_per_angstrom": [[-0.2, 0.3, 0.6], [-0.1, 0.1, -0.3], [0.3, 0.1, 0.0], [-0.1, 0.9, 0.1], [-0.1, 0.3, 0.1], [0.0, 0.0, -0.2], [0.2, -0.2, 0.0], [0.1, -0.1, 0.2], [-0.1, -0.1, 0.1], [-0.2, -0.2, -0.3], [-0.1, -0.2, 0.1], [0.2, -0.2, 0.0], [0.0, -0.5, -0.3], [0.1, -0.2, 0.0]], "homo_lumo_gap_ha": 0.3920, "lumo_energy_ha": 0.0324, "e_tot_ev": -8371.5005, "de_lowest_kj_mol": 171.9}

---

No. 6
{"formula": "C4H8O2", "method": "wB97M-V/def2-TZVPD", "elements": ["C", "O", "C", "C", "C", "O", "H", "H", "H", "H", "H", "H", "H", "H"], "coordinates": [[2.045990, 0.339612, -0.368140], [0.699568, 0.016541, -0.577400], [0.092896, -0.409672, 0.604222], [-1.327611, -0.702657, 0.326142], [-1.877072, 0.696579, -0.150952], [-2.915744, 0.584578, 0.458955], [2.451386, 0.663451, -1.326381], [2.614258, -0.530724, -0.006221], [2.153259, 1.153590, 0.366224], [0.151534, 0.386507, 1.380932], [0.538352, -1.315883, 1.011265], [-1.755270, -1.054285, 1.307341], [-1.587981, -1.439877, -0.426816], [-1.343500, 1.696360, -0.076205]], "forces_ev_per_angstrom": [[0.4, 0.1, -0.1], [0.3, -0.1, -0.1], [0.5, -0.7, 0.2], [1.6, 0.0, -1.1], [-0.4, -2.2, 4.9], [-3.6, 3.3, -1.1], [0.1, 0.0, 0.1], [-0.1, 0.1, -0.1], [0.0, -0.1, -0.1], [0.0, -0.3, -0.2], [0.7, -0.1, 0.1], [-0.1, 0.9, -1.1], [0.7, -0.3, -0.1], [-0.1, -0.8, -1.3]], "homo_lumo_gap_ha": 0.3469, "lumo_energy_ha": 0.0232, "e_tot_ev": -8369.3987, "de_lowest_kj_mol": 374.7}

---

No. 7
{"formula": "C4H8O2", "method": "wB97M-V/def2-TZVPD", "elements": ["C", "C", "C", "O", "C", "O", "H", "H", "H", "H", "H", "H", "H", "H"], "coordinates": [[-1.268600, -0.834558, 1.230822], [-0.187398, 0.397236, -1.821845], [0.480929, 1.058505, -0.878678], [-0.155297, -0.116351, 1.724656], [1.679825, 0.472887, -0.235880], [1.936195, -0.714149, -0.208180], [-2.096875, -0.126064, 1.162709], [-1.551535, -1.650536, 1.910628], [-1.085591, -1.251678, 0.230124], [-1.036013, 0.830300, -2.345943], [0.109765, -0.612525, -2.096219], [0.189301, 2.052471, -0.548818], [0.605776, -0.706429, 1.653092], [2.379523, 1.200893, 0.223526]], "forces_ev_per_angstrom": [[-0.3, -0.1, 0.0], [0.1, 0.1, 0.1], [-0.2, -0.1, -0.2], [0.2, -0.2, 0.1], [0.2, -0.3, 0.0], [-0.1, 0.5, -0.1], [0.0, -0.1, 0.0], [0.0, 0.1, -0.1], [0.0, 0.1, 0.2], [0.1, -0.1, 0.2], [0.1, 0.2, 0.0], [0.1, -0.1, -0.2], [-0.1, 0.1, 0.1], [-0.1, -0.1, 0.0]], "homo_lumo_gap_ha": 0.3785, "lumo_energy_ha": 0.0073, "e_tot_ev": -8371.0353, "de_lowest_kj_mol": 216.8}

---

No. 8
{"formula": "C4H8O2", "method": "wB97M-V/def2-TZVPD", "elements": ["C", "C", "O", "C", "C", "O", "H", "H", "H", "H", "H", "H", "H", "H"], "coordinates": [[1.216587, -0.205205, 0.112832], [1.219153, 0.781104, -1.011368], [0.742326, 1.891151, -0.916641], [-0.186458, -0.856352, -0.053183], [-1.288385, -0.214052, 0.791722], [-1.832297, 0.957841, 0.228511], [2.012488, -0.948920, 0.000772], [1.529330, 0.346582, -1.988829], [1.364777, 0.307598, 1.073479], [-0.518825, -0.757289, -1.098290], [-0.123754, -1.930851, 0.130719], [-0.896994, -0.038502, 1.805984], [-2.122766, -0.918556, 0.871987], [-1.115184, 1.585454, 0.052304]], "forces_ev_per_angstrom": [[0.0, 0.0, 0.0], [-0.2, 0.3, 0.1], [0.5, -0.4, -0.2], [-0.1, -0.1, 0.0], [0.1, -0.4, 0.2], [0.2, 0.2, 0.0], [-0.1, 0.1, -0.1], [0.1, 0.4, 0.1], [-0.3, -0.2, -0.2], [0.1, -0.1, 0.1], [0.0, 0.1, 0.2], [-0.1, 0.0, -0.1], [0.1, 0.1, 0.0], [-0.1, -0.1, 0.0]], "homo_lumo_gap_ha": 0.4069, "lumo_energy_ha": 0.0335, "e_tot_ev": -8371.9267, "de_lowest_kj_mol": 130.7}

---

No. 9
{"formula": "C4H8O2", "method": "wB97M-V/def2-TZVPD", "elements": ["C", "O", "C", "C", "C", "O", "H", "H", "H", "H", "H", "H", "H", "H"], "coordinates": [[-0.806093, -0.754154, -1.290829], [-0.571993, 0.496315, -1.230316], [-0.363805, 1.152443, -0.007637], [-0.300636, 0.390354, 1.272149], [1.041249, 0.715979, 0.622638], [1.734910, -0.130694, -0.087310], [-1.290386, -1.254208, -0.462925], [0.576445, -2.033333, -0.688983], [-0.817486, -1.173714, -2.289048], [-0.691373, 2.180814, -0.080953], [-0.601774, -0.651855, 1.333003], [-0.577505, 0.968424, 2.150958], [1.565691, 1.553881, 1.105754], [1.102758, -1.460252, -0.346501]], "forces_ev_per_angstrom": [[0.0, 0.0, 0.1], [0.0, -0.4, -0.1], [0.1, 0.2, 0.1], [0.0, -0.1, 0.1], [-0.1, 0.4, 0.1], [-0.1, -0.4, 0.0], [0.1, 0.0, 0.0], [-0.1, 0.0, 0.0], [0.0, 0.0, 0.1], [0.0, -0.1, 0.0], [0.1, 0.1, -0.1], [0.1, -0.1, -0.2], [-0.1, -0.2, 0.0], [0.0, 0.5, 0.0]], "homo_lumo_gap_ha": [0.2778, 0.2778], "lumo_energy_ha": [-0.0161, -0.0160], "e_tot_ev": -8366.6692, "de_lowest_kj_mol": 638.0}

---

No. 10
{"formula": "C4H8O2", "method": "wB97M-V/def2-TZVPD", "elements": ["C", "O", "C", "C", "C", "O", "H", "H", "H", "H", "H", "H", "H", "H"], "coordinates": [[-1.059804, 1.760326, 0.272585], [-1.318398, 0.437520, -0.176419], [-0.298025, -0.596859, -0.203354], [1.114553, -0.824310, -1.080936], [0.205910, -0.922545, 1.173389], [1.248528, -1.523079, 1.283430], [-2.009504, 2.319903, 0.275333], [-0.662626, 1.801451, 1.297766], [-0.377211, 2.269536, -0.411566], [-0.894413, -1.399918, -0.628741], [0.856225, -0.843822, -2.129595], [1.886469, -0.080722, -0.858822], [1.637264, -1.797822, -0.895644], [-0.328967, -0.599659, 2.082574]], "forces_ev_per_angstrom": [[0.3, 0.1, 0.0], [0.9, -0.3, -0.6], [1.0, -0.7, -0.4], [-0.9, 0.9, -0.2], [0.6, -0.5, 0.3], [-0.3, 0.0, 1.1], [0.3, -0.5, -0.1], [0.1, -0.1, -0.2], [0.1, 0.1, 0.1], [-0.1, -0.4, 0.5], [0.0, 0.5, -0.4], [-0.4, 0.1, -0.2], [-1.2, 0.8, 0.3], [-0.3, 0.1, -0.2]], "homo_lumo_gap_ha": 0.3823, "lumo_energy_ha": 0.0273, "e_tot_ev": -8370.4830, "de_lowest_kj_mol": 270.0}

---

No. 11
{"formula": "C4H8O2", "method": "wB97M-V/def2-TZVPD", "elements": ["C", "O", "C", "C", "O", "C", "H", "H", "H", "H", "H", "H", "H", "H"], "coordinates": [[-1.602859, 0.659911, -1.165830], [-0.887098, 0.718563, 0.042732], [-0.060024, -0.412671, 0.226711], [1.199562, -0.502389, -0.609462], [2.045001, 0.018625, 0.973087], [0.721622, -0.231382, 1.519714], [-0.935148, 0.645478, -2.042031], [-2.249913, -0.230783, -1.210754], [-2.224512, 1.555902, -1.215751], [-0.668828, -1.329362, 0.167847], [1.334896, 0.365663, -1.266577], [2.202365, -0.830481, 0.331172], [0.405166, 0.665675, 2.053380], [0.719769, -1.092749, 2.195762]], "forces_ev_per_angstrom": [[-0.2, 0.0, -0.3], [0.0, 0.0, 0.0], [0.1, -0.2, 0.1], [-0.2, 0.2, -0.2], [0.1, -0.1, -0.2], [-0.2, 0.0, 0.1], [-0.1, 0.0, 0.2], [0.1, 0.1, 0.0], [0.1, -0.1, 0.0], [0.0, 0.2, 0.0], [0.0, -0.1, 0.1], [0.1, 0.1, 0.2], [0.0, -0.1, -0.1], [0.1, 0.1, -0.1]], "homo_lumo_gap_ha": 0.3474, "lumo_energy_ha": 0.0236, "e_tot_ev": -8367.5156, "de_lowest_kj_mol": 556.3}

---

No. 12
{"formula": "C4H8O2", "method": "wB97M-V/def2-TZVPD", "elements": ["O", "C", "C", "C", "O", "C", "H", "H", "H", "H", "H", "H", "H", "H"], "coordinates": [[0.728327, -1.192440, -1.318824], [0.466871, 0.130500, -0.887383], [-0.988896, 0.316454, -0.451203], [-0.961931, -0.262132, 0.966108], [0.379824, -0.115427, 1.437758], [1.188177, 0.454938, 0.415223], [0.749579, -1.755493, -0.533134], [0.754676, 0.788000, -1.711910], [-1.682889, -0.199801, -1.118616], [-1.242551, 1.382788, -0.433533], [-1.214671, -1.331645, 0.965384], [-1.648887, 0.244759, 1.652462], [1.290784, 1.541842, 0.552712], [2.181587, -0.002349, 0.464952]], "forces_ev_per_angstrom": [[0.0, -0.2, 0.2], [0.0, 0.3, 0.0], [0.0, 0.0, 0.0], [-0.3, -0.1, 0.0], [0.0, 0.0, 0.1], [0.2, 0.1, -0.2], [0.0, 0.0, -0.2], [0.0, -0.1, 0.1], [0.1, 0.1, 0.1], [0.1, -0.2, 0.0], [0.0, 0.2, 0.0], [0.1, 0.0, -0.1], [-0.1, -0.1, 0.0], [-0.1, 0.1, 0.0]], "homo_lumo_gap_ha": 0.3924, "lumo_energy_ha": 0.0343, "e_tot_ev": -8372.0844, "de_lowest_kj_mol": 115.5}